1.
Entry from the OMol25 dataset: a molecular structure, C37H57N4OPTeTi (ωB97M-V/def2-TZVPD).

Cartesian coordinates (Å):
Ti1 -0.1953 0.5752 0.7783
C1 -1.3286 1.5319 2.4564
C2 -0.6313 2.6526 1.8962
C3 0.7781 2.3322 1.9954
C4 0.8631 1.0857 2.7089
C5 -0.4145 0.6248 3.0627
C6 -0.7874 -0.4997 4.0024
C7 -1.6696 -1.5169 3.2707
C8 -1.5681 0.1401 5.1646
C9 0.4593 -1.1956 4.5457
C10 2.1012 3.0795 1.7576
C11 2.1278 4.1256 0.6420
C12 2.4228 3.7914 3.0925
C13 3.2431 2.0626 1.5078
C14 -1.3789 3.9463 1.5650
C15 -1.2049 4.4465 0.1317
C16 -0.8866 5.0115 2.5687
C17 -2.8812 3.7583 1.8015
H1 -2.3989 1.4896 2.5937
H2 1.7886 0.6589 3.0640
H3 -2.5591 -1.0574 2.8291
H4 -2.0202 -2.2845 3.9611
H5 -1.0939 -2.0348 2.4915
H6 -2.5213 0.5563 4.8372
H7 -0.9904 0.9304 5.6449
H8 -1.7805 -0.6223 5.9147
H9 1.1042 -1.5489 3.7344
H10 0.1632 -2.0564 5.1450
H11 1.0406 -0.5350 5.1910
H12 1.4588 4.9590 0.8288
H13 1.8956 3.7474 -0.3638
H14 3.1353 4.5356 0.5831
H15 1.6925 4.5563 3.3394
H16 3.3984 4.2718 3.0105
H17 2.4675 3.0807 3.9190
H18 2.9519 1.2059 0.8902
H19 3.6367 1.6622 2.4424
H20 4.0748 2.5626 1.0136
H21 -0.1797 4.4602 -0.2186
H22 -1.5883 5.4649 0.0632
H23 -1.8000 3.8334 -0.5366
H24 0.0883 5.4131 2.3059
H25 -0.8467 4.6276 3.5896
H26 -1.5926 5.8416 2.5579
H27 -3.3013 2.9518 1.1986
H28 -3.3973 4.6703 1.5024
H29 -3.1166 3.5873 2.8535
O1 1.0291 1.2126 -0.7070
C18 1.5632 0.1959 -1.6200
C19 0.5992 -0.9588 -1.6151
C20 0.4164 -1.7578 -2.7261
C21 -0.5093 -2.7929 -2.6616
C22 -1.2192 -2.9977 -1.4840
C23 -0.9933 -2.1505 -0.4204
N1 -0.0888 -1.1491 -0.4709
H30 1.5835 2.0152 -0.6895
H31 2.5447 -0.1031 -1.2444
H32 1.6731 0.6344 -2.6102
H33 0.9763 -1.5698 -3.6332
H34 -0.6898 -3.4164 -3.5284
H35 -1.9527 -3.7878 -1.3981
H36 -1.5525 -2.2600 0.5009
C24 3.6657 -5.1075 3.0627
N2 4.6708 -3.9745 2.7663
C25 5.3162 -4.2603 1.3940
N3 4.3128 -4.3923 0.3995
C26 3.3841 -5.4699 0.7369
N4 2.7182 -5.2089 2.0119
C27 1.7895 -4.0859 1.9453
P1 2.6377 -2.4805 1.5190
C28 4.0005 -2.6309 2.7834
C29 3.6294 -3.1430 0.0840
H37 3.1999 -4.8807 4.0212
H38 4.2559 -6.0200 3.1451
H39 5.4007 -3.9875 3.4830
H40 5.8762 -5.1880 1.5098
H41 6.0009 -3.4392 1.1841
H42 3.9335 -6.4088 0.8047
H43 2.6372 -5.5642 -0.0494
H44 1.2704 -3.9836 2.9014
H45 1.0336 -4.3032 1.1869
H46 3.6044 -2.4688 3.7876
H47 4.7651 -1.8741 2.6001
H48 4.3613 -2.3968 -0.2351
H49 2.9567 -3.3214 -0.7587
C30 -2.9302 2.7051 -2.3232
Te1 -2.3635 0.9430 -1.2450
C31 -4.3524 0.9762 -0.4608
C32 -4.8628 2.3701 -0.7525
C33 -6.0402 2.8121 -0.1589
C34 -6.5151 4.0854 -0.4339
C35 -5.8123 4.9243 -1.2906
C36 -4.6357 4.4896 -1.8809
C37 -4.1647 3.2065 -1.6192
H50 -3.1261 2.2947 -3.3166
H51 -2.1218 3.4269 -2.4018
H52 -4.3548 0.7253 0.5991
H53 -4.8822 0.1938 -1.0060
H54 -6.5919 2.1643 0.5110
H55 -7.4329 4.4259 0.0257
H56 -6.1830 5.9180 -1.5018
H57 -4.0965 5.1426 -2.5560

charge = +4
E = -3195.78579 Eh
spin multiplicity = 1
HOMO level = -17.793 eV

2.
Entry from the OMol25 dataset: C6H4O in the gas phase (ωB97M-V/def2-TZVPD).

Cartesian coordinates (Å):
C1 0.1640 1.2401 0.6234
C2 0.2760 1.9168 -0.6669
C3 -0.9044 1.2846 -0.3985
C4 -0.9712 0.1171 0.4453
C5 -0.0288 -0.9176 0.2259
C6 0.7300 -1.0857 -1.0108
O1 0.5325 -0.4598 -2.0381
H1 0.4317 1.4793 1.6472
H2 -1.7478 0.0283 1.2011
H3 -0.0039 -1.7458 0.9323
H4 1.5220 -1.8573 -0.9608

charge = 0
E = -305.98645 Eh
spin multiplicity = 1
HOMO level (spin up / spin down) = -8.813 / -8.813 eV